Record 1
Entry from OMol25: a molecular structure, C19H44Cl2O2Si4TcTe in a non-equilibrium geometry (ωB97M-V/def2-TZVPD).

Element x y z (Å)
Cl1 2.16605 -2.15724 -1.63501
H1 1.59813 2.41791 -3.94461
H2 0.71651 2.53170 -5.48191
H3 -3.27518 0.93283 -4.21810
H4 -0.46121 -1.64566 4.97263
H5 -1.91558 -0.15334 4.48649
C1 0.14532 0.88613 -4.24511
C2 1.00122 -0.29461 -4.12410
H6 2.87646 -1.29579 -4.23252
H7 2.74758 -2.24983 1.94179
C3 -1.16626 -2.78401 1.69442
C4 -1.24783 -0.95662 -4.24900
H8 -3.34495 -1.29712 -4.08464
H9 3.62803 -0.49200 2.76975
C5 1.98588 1.08032 5.05436
H10 -1.10500 1.32860 5.06476
Si1 -1.82820 1.60308 2.64148
H11 4.45064 1.08639 2.70609
H12 2.84026 1.59499 5.51829
C6 3.54047 0.54230 2.41341
H13 -2.32602 -2.73545 -3.84840
H14 1.56239 3.88855 3.47197
H15 -2.80339 0.54476 0.55990
H16 1.21567 -2.23273 4.91919
Tc1 0.51110 -0.56816 -2.15125
H17 -3.37702 -0.25834 2.04586
H18 2.47040 3.61140 1.96627
H19 1.51466 -3.05483 -4.00810
H20 -0.17888 -3.54608 -3.86683
O1 -0.94282 -2.23326 -1.18744
H21 -1.02059 -2.74064 0.58991
C7 -1.20254 0.44596 -4.38829
H22 -0.13206 -3.35620 4.62867
C8 -2.36000 1.32079 -4.68574
Si2 0.24999 0.27690 2.34187
H23 -2.28079 3.99595 1.88208
H24 -1.76624 -1.70078 -1.22870
H25 -2.58925 -2.08075 -5.48150
H26 -2.19656 2.34434 -4.32226
C9 -1.90990 0.94440 4.42440
C10 -3.11812 0.71227 1.60014
C11 -2.43652 -1.80812 -4.42549
C12 0.50406 -2.85223 -4.36273
C13 0.22333 -2.33079 4.45956
C14 2.36730 3.29870 3.01461
H27 -1.00406 1.42550 -1.68845
H28 -2.54899 1.38534 -5.76890
H29 3.48006 0.52844 1.31670
H30 -2.10268 -2.26805 1.94755
H31 2.46952 -0.28560 -5.64272
H32 -3.38059 3.44094 3.16541
C15 2.42372 -0.35567 -4.55163
H33 2.07042 -3.78649 2.52959
Te1 0.02570 2.23323 0.91140
H34 -0.08186 2.98544 -3.96978
C16 0.10371 -1.45444 -4.05355
H35 1.69831 -3.20168 0.88571
H36 -2.86705 1.30924 4.82472
C17 0.62098 2.27396 -4.41807
Si3 2.07994 1.44088 3.19808
H37 2.06459 0.00891 5.27858
H38 2.99230 0.46937 -4.12211
O2 -0.98410 0.47717 -1.44869
C18 -2.33460 3.42494 2.81896
H39 3.30609 3.53786 3.53748
Cl2 1.96059 0.89929 -1.50623
Si4 0.30839 -2.05644 2.58787
H40 -4.02072 1.34118 1.59610
H41 -1.27073 -3.83580 2.01126
H42 -1.72487 3.94589 3.57148
H43 1.06554 1.46647 5.51149
H44 0.45912 -3.02212 -5.44523
C19 1.86073 -2.89149 1.92682

total charge	-2
expectation value of S²	3.82
LUMO	4.4872	eV
gap between HOMO and LUMO	3.917	eV
multiplicity	4

List of Löwdin charges in e, atom by atom: -0.01 0.05 0.08 0.07 0.00 0.00 -0.28 -0.50 0.04 0.00 -0.24 -0.24 0.07 0.01 -0.25 0.00 0.01 0.01 0.00 -0.24 0.08 0.01 0.01 0.01 1.10 0.01 -0.02 0.02 0.07 -0.46 -0.01 -0.24 0.02 -0.04 0.12 -0.01 -0.06 0.08 0.07 -0.29 -0.24 -0.05 -0.09 -0.24 -0.30 -0.06 0.08 0.02 0.01 0.08 0.00 -0.10 0.01 0.60 0.07 -0.42 -0.02 0.00 -0.07 0.21 0.01 0.05 -0.54 -0.31 0.01 0.03 0.34 0.01 0.02 0.01 0.00 0.08 -0.24


Record 2
Entry from OMol25: a molecular structure, C19H44FeN2O7PS (ωB97M-V/def2-TZVPD).

Element x y z (Å)
H1 -3.52624 -0.61836 -0.78404
C1 1.45942 1.79321 3.59298
C2 0.22999 0.08303 4.95075
C3 2.01394 3.79720 -0.82950
H2 -4.57603 0.64211 1.06651
H3 2.19166 4.82983 -1.13549
H4 -3.62043 -2.21699 -0.03763
H5 1.04083 -0.63417 4.82189
S1 1.78676 -0.72809 -2.57517
O1 -0.87751 1.63792 -2.23158
C4 -1.03898 1.94925 3.86314
H6 -0.20439 4.85011 -1.88639
C5 0.16222 1.02367 3.76461
H7 1.65569 3.77276 0.20285
H8 -2.20782 -1.23781 3.25769
H9 -3.03144 -2.51615 2.35638
N1 0.05760 -2.77249 -2.81117
C6 1.71751 -4.44463 -1.21618
H10 4.45589 0.66856 -1.62043
H11 2.24316 -1.37976 0.04664
H12 -2.77268 0.86972 -2.53059
O2 0.02095 1.87779 0.70333
C7 -2.89011 -0.67939 1.27757
H13 -4.95727 -0.90916 1.83436
C8 4.06116 0.78055 -0.60910
H14 -0.91016 3.21465 -3.54603
N2 1.64624 -2.98282 -1.15765
C9 -2.33060 -1.68422 2.27208
H15 -0.93722 2.57141 4.75373
H16 -1.36612 -2.08166 1.95032
O3 -2.01965 0.49702 1.14671
C10 3.25460 2.97264 -0.98680
H17 -0.70687 -0.46412 5.06557
H18 -0.59444 3.73502 -0.53897
H19 -1.91320 -3.30516 -2.45042
C11 -3.02396 -1.30453 -0.10150
C12 -1.75975 0.75528 -2.91649
C13 2.55157 -2.39326 -0.17583
O4 0.12818 -0.50725 0.16526
C14 -4.21198 -0.11547 1.76158
H20 -2.03794 -1.55266 -0.50157
C15 -0.91791 -3.65996 -2.17778
H21 2.75543 -4.73049 -1.04690
H22 -1.40116 -0.25285 -2.72684
P1 -0.43916 0.50916 1.15131
H23 1.42348 2.41314 2.69787
C16 1.10305 -2.25455 -2.14049
H24 -1.18190 -1.73406 -4.17511
C17 -1.13769 3.01552 -2.49604
H25 -0.53254 -3.27630 -4.73584
O5 1.03482 3.19643 -1.67582
H26 -1.74226 0.96127 -3.98888
H27 2.30097 1.10251 3.51605
H28 3.74172 -0.19045 -0.24183
C18 -0.25350 3.80545 -1.57283
H29 3.58211 -2.42353 -0.53849
Fe1 0.82584 1.01893 -1.11463
O6 0.00825 0.12306 2.60443
O7 2.91902 1.64249 -0.60564
H30 -1.11254 2.60561 2.99506
H31 -0.81954 -4.69369 -2.50947
H32 0.52791 -1.85465 -4.63965
H33 1.62020 2.43553 4.46045
H34 1.09948 -4.91896 -0.45317
H35 4.82585 1.19574 0.04920
H36 0.41114 0.64871 5.86580
C19 -0.29833 -2.37378 -4.16911
H37 3.59646 2.97938 -2.02689
H38 -2.18898 3.23976 -2.30624
H39 4.05629 3.35340 -0.35007
H40 2.48133 -2.98210 0.73855
H41 -4.09422 0.34050 2.74533
H42 -0.81713 -3.60869 -1.09717
H43 1.42390 -4.80214 -2.19765
H44 -1.96301 1.37604 3.95101

total charge	+1
expectation value of S²	6.01
LUMO (alpha / beta)	-1.6254 / -1.6612	eV
gap between HOMO and LUMO (alpha / beta)	9.520 / 9.257	eV
multiplicity	5

List of Löwdin charges in e, atom by atom: 0.08 -0.02 -0.02 -0.15 0.09 0.14 0.10 0.09 0.75 -0.28 -0.02 0.14 -0.60 0.13 0.08 0.10 -0.19 -0.03 0.10 0.03 0.10 -0.28 -0.60 0.10 -0.08 0.14 -0.18 -0.02 0.10 0.09 -0.14 -0.16 0.08 0.12 0.10 -0.03 -0.05 -0.08 -0.32 -0.02 0.06 -0.04 0.10 0.06 0.28 0.07 -0.68 0.08 -0.14 0.10 -0.20 0.11 0.09 0.05 -0.15 0.10 0.69 -0.15 -0.27 0.08 0.09 0.06 0.10 0.10 0.10 0.10 -0.06 0.15 0.14 0.14 0.11 0.09 0.09 0.09 0.08


Record 3
Entry from OMol25: 7 unconnected molecules or ions with the total composition C19H44NO8S6 in a non-equilibrium geometry (ωB97M-V/def2-TZVPD).

Element x y z (Å)
H1 -10.65310 -2.09975 2.13571
O1 5.90621 -1.42320 1.27870
H2 2.08131 1.64065 -10.13016
C1 3.67240 2.21869 1.94711
S1 -10.12433 -3.63241 3.89507
H3 7.95447 -4.87837 4.09582
H4 2.09145 5.09831 -0.35930
H5 5.71680 -3.87064 -0.20718
H6 6.13918 -4.44619 5.78823
C2 2.25117 4.04418 0.14886
H7 -5.41331 -2.71116 1.43943
O2 5.29257 -5.59585 3.29922
H8 -0.50972 5.80970 -5.47224
O3 2.26859 3.40480 -7.75531
H9 3.82805 -1.82909 -1.62664
H10 6.05606 -2.72031 5.31710
N1 -0.68009 -0.13800 2.23770
C3 2.56223 1.04750 1.50840
O4 -3.59002 -0.34701 3.44217
O5 -8.64138 -3.64597 3.66848
O6 0.61586 -0.61142 -0.92108
H11 7.92799 -3.16590 3.57211
H12 4.56356 -3.68595 5.44482
H13 -10.04046 -4.03370 6.25208
H14 0.22915 3.07900 -0.99745
C4 5.62040 -3.71106 5.16838
C5 1.13568 1.87864 -9.63763
H15 3.44475 -0.77628 -0.24113
O7 1.56844 6.21559 -2.56690
H16 -10.19881 -1.23603 3.62761
C6 3.46144 3.69024 1.21547
H17 7.87070 -4.47249 2.36193
C7 -10.76320 -2.07923 3.22240
H18 -0.58818 3.42295 -8.02406
H19 -6.75388 -2.04958 3.56377
H20 3.59013 -2.53645 0.00141
S2 1.45563 2.14990 -7.87778
S3 5.74792 -4.17183 3.42374
C8 -4.72293 -1.87317 1.55985
H21 -1.60264 -0.16652 2.76731
H22 -0.28679 2.81010 -6.37723
S4 -4.40299 -1.60191 3.31970
S5 5.73774 -1.45844 -0.21162
H23 4.21171 4.54348 1.50917
H24 0.71205 2.78134 -10.08416
H25 -9.86294 -2.29763 5.88736
H26 -0.74765 5.10234 -3.84419
H27 7.31896 -3.20666 -0.62030
H28 -0.89302 6.86251 -4.08673
H29 4.53938 2.00268 2.73860
H30 2.98119 4.43213 -4.46590
O8 -0.94457 0.04518 0.93171
C9 1.90497 4.53788 -4.62255
C10 -0.25054 2.56286 -7.44096
C11 1.13626 2.88167 -0.26653
H31 -5.14656 -0.97047 1.11332
S6 1.39997 6.18035 -4.05722
H32 -0.16443 -1.05537 2.38669
H33 1.68325 4.43409 -5.68725
C12 1.35857 1.40305 0.45358
H34 0.44530 1.04065 -9.75805
C13 -6.10915 -1.18895 3.75652
H35 -0.89527 1.70223 -7.63371
H36 -11.47468 -3.07432 5.80604
H37 6.02103 -3.20469 -1.84166
H38 -3.77730 -2.11116 1.06732
C14 6.24274 -3.10091 -0.77695
H39 -6.14541 -0.94171 4.82026
C15 7.55608 -4.17173 3.36393
C16 -10.40491 -3.21126 5.63181
H40 1.37902 3.76815 -4.05278
H41 -11.82107 -1.97952 3.47600
H42 -6.44679 -0.32886 3.17342
H43 -0.11950 0.62033 2.68650
C17 3.97510 -1.67840 -0.55472
H44 2.60304 -0.05160 1.96967
C18 -0.36268 5.96039 -4.40032
C19 0.27974 0.16959 0.12525

total charge	+1
LUMO	-3.8358	eV
gap between HOMO and LUMO	6.297	eV
multiplicity	1

List of Löwdin charges in e, atom by atom: 0.05 -0.59 0.05 -0.02 0.82 0.06 0.09 0.06 0.06 -0.01 0.06 -0.57 0.05 -0.56 0.06 0.05 0.18 -0.05 -0.59 -0.58 0.05 0.06 0.05 0.05 0.11 -0.27 -0.27 0.01 -0.58 0.05 -0.03 0.05 -0.27 0.06 0.03 0.06 0.81 0.78 -0.26 0.16 0.03 0.84 0.81 0.09 0.06 0.06 0.05 0.05 0.05 0.11 0.06 -0.03 -0.27 -0.27 0.02 0.06 0.83 0.22 0.02 -0.10 0.05 -0.25 0.05 0.06 0.05 0.04 -0.26 0.06 -0.26 -0.27 0.05 0.06 0.07 0.19 -0.27 0.10 -0.27 -0.19